DFT (wB97M-V/def2-TZVPD) results for a 7-piece molecular cluster, C12H38O12 overall in a non-equilibrium geometry.

The geometry in XYZ format:
```
62
Properties=species:S:1:pos:R:3:forces:R:3:lowdin_charge:R:1
O -4.0291 0.8666 1.0289 0.0 0.1 -0.2 -0.064
C -4.3351 0.0320 -0.0695 0.2 -0.6 -1.6 -0.232
C -3.8800 0.6701 -1.4278 -0.6 1.2 2.1 -0.187
O -2.4574 0.7491 -1.4274 -0.1 -0.6 -0.7 -0.089
H -4.5388 0.4955 1.7528 0.2 0.2 0.3 0.090
H -3.7628 -0.8953 -0.0395 0.2 -0.3 0.3 0.110
H -5.3799 -0.2740 -0.0172 -0.2 0.3 -0.5 0.118
H -4.2254 1.7038 -1.4462 -0.4 0.1 -0.1 0.117
H -4.2963 0.1982 -2.3177 0.5 -0.5 0.2 0.128
H -2.1781 1.2052 -0.6302 0.0 0.1 0.1 0.069
O 1.1232 -2.7567 1.7217 0.3 -0.9 1.0 -0.071
C 2.0972 -2.8515 0.6939 -0.7 0.9 -0.9 -0.247
C 2.2333 -4.1932 -0.0038 -0.2 0.1 1.9 -0.216
O 2.9926 -5.1446 0.7655 0.7 0.0 -1.3 -0.068
H 0.4343 -3.3749 1.4669 -0.3 0.0 0.1 0.079
H 1.6928 -2.1347 -0.0207 0.7 0.1 -0.8 0.094
H 3.0590 -2.4742 1.0411 -0.1 -0.1 0.2 0.130
H 2.6913 -3.9631 -0.9658 0.5 -0.6 0.1 0.121
H 1.2411 -4.6050 -0.1882 -0.3 0.0 -0.2 0.108
H 2.6984 -5.3295 1.6604 -0.6 0.6 -0.1 0.082
O 2.8584 0.2069 -0.4020 0.3 -0.8 -1.3 -0.078
C 2.1719 0.5765 -1.6035 1.5 1.6 -0.6 -0.214
C 2.9470 0.1704 -2.9070 0.1 -1.0 1.1 -0.223
O 3.2095 -1.2195 -2.9073 -0.3 -0.8 -0.5 -0.089
H 2.2623 0.1921 0.3504 -0.6 0.2 0.1 0.036
H 1.1088 0.3391 -1.6432 0.1 -0.4 0.1 0.096
H 2.2845 1.6600 -1.6398 -0.7 0.5 -0.1 0.099
H 3.9073 0.6615 -3.0640 0.0 0.6 0.7 0.111
H 2.4214 0.3828 -3.8380 -0.6 0.0 0.3 0.115
H 3.8801 -1.4402 -2.2568 0.0 0.3 0.2 0.079
O 2.2433 4.3462 1.3420 -1.7 -0.6 0.7 -0.067
C 0.7969 4.3359 1.6375 0.0 0.2 -0.9 -0.179
C -0.0403 3.9716 0.3738 -0.1 -0.2 1.1 -0.249
O -0.0258 5.0261 -0.5639 0.4 -0.2 -0.2 -0.056
H 2.3864 5.0579 0.7138 0.0 0.2 0.0 0.067
H 0.4827 3.7184 2.4790 1.0 -0.8 -0.2 0.081
H 0.5101 5.3070 2.0410 -0.1 0.5 -0.6 0.112
H -1.0854 3.7386 0.5775 -0.2 0.5 0.6 0.112
H 0.2711 3.0218 -0.0609 0.7 0.0 0.0 0.103
H 0.8164 4.9018 -1.0077 0.0 0.4 -0.5 0.078
O -1.7031 -3.5723 -1.3173 -0.3 0.2 -0.5 -0.063
C -0.8852 -3.4282 -2.4516 1.8 1.5 -0.8 -0.233
C -0.5330 -1.9026 -2.7370 -0.9 -0.4 -0.1 -0.191
O -1.7214 -1.2281 -3.1890 -0.1 -0.8 -0.1 -0.090
H -2.5118 -3.1740 -1.6475 -0.6 0.1 0.5 0.073
H 0.0079 -4.0340 -2.2983 0.2 0.2 0.1 0.101
H -1.3231 -3.7810 -3.3852 -0.5 -0.2 0.1 0.113
H 0.1611 -1.7130 -3.5557 0.4 -0.7 0.1 0.114
H -0.1341 -1.4051 -1.8530 0.0 -0.2 0.2 0.083
H -2.0740 -0.6438 -2.5139 0.4 0.2 0.3 0.014
C -0.5704 2.0706 4.3219 -1.8 -0.5 0.8 -0.162
O 0.5630 1.2815 4.1084 1.1 0.5 -0.5 -0.112
H -0.4811 3.0361 4.8198 0.8 0.0 0.1 0.086
H -1.1445 2.2916 3.4220 0.4 -0.4 -0.4 0.078
H -1.1789 1.4208 4.9508 -0.8 0.5 0.1 0.085
H 1.0689 1.2672 4.9241 0.2 -0.1 -0.1 0.107
C -0.6047 -0.0649 1.3762 0.0 0.6 -0.9 -0.117
O 0.6755 0.6061 1.4619 -1.3 -0.9 -0.2 -0.126
H -1.4015 0.6614 1.2154 -0.1 0.4 0.3 0.045
H -0.6599 -0.6707 0.4718 0.4 -0.4 0.2 0.069
H -0.8702 -0.6343 2.2670 0.3 -0.2 -0.1 0.092
H 0.7341 0.7380 2.4110 0.8 0.4 0.4 0.026
```
Forces are in eV/Å.

SMILES = OCCO.OCCO.OCCO.OCCO.OCCO.CO.CO
energy relative to the best compared isomer or geometry (same formula, charge and spin) = 1.484 eV
lowest unoccupied orbital energy = 0.3050 eV
highest occupied orbital energy = -0.3475 Eh
charge = 0
max |F| = 2.56 eV Å⁻¹